(1)
99
Properties=species:S:1:pos:R:3:forces:R:3:lowdin_charge:R:1 method="wB97M-V/def2-TZVPD" lumo_ev=-3.8 homo_lumo_gap_ha=0.2544 charge=+1
Tl 1.7668 0.2115 -0.5378 -0.1 -0.1 -0.1 0.776
Cl -1.3071 1.8512 -6.5679 0.0 0.0 0.0 0.744
C -1.3370 1.8804 -4.8484 0.0 0.0 0.0 -0.643
C -2.5130 1.5762 -4.1812 -0.1 -0.1 0.0 -0.081
C -2.5034 1.5485 -2.7968 0.2 0.0 0.3 -0.563
Cl -3.9654 1.4539 -1.8628 -0.1 -0.4 -0.3 0.767
C -1.3331 1.7804 -2.0809 -0.1 0.0 -0.2 -0.429
O -1.3331 1.6629 -0.7016 -0.3 0.5 -0.3 -0.442
C -0.2205 2.2901 -2.7590 -0.2 0.0 0.2 -0.142
C 0.7107 3.1933 -2.0309 0.1 0.0 0.0 -0.176
O 0.3448 3.7728 -1.0254 0.0 0.0 0.1 -0.040
C -0.2141 2.2964 -4.1459 0.2 0.0 -0.1 -0.022
H -3.4282 1.3965 -4.7289 0.0 0.0 0.0 0.123
H 1.6939 3.3954 -2.4667 0.0 0.0 -0.1 0.130
H 0.6442 2.6907 -4.6783 0.0 -0.1 0.0 0.138
I 2.1616 0.9165 2.9542 0.1 0.1 0.2 0.818
C 3.6034 -0.6404 2.8048 -0.1 0.0 -0.1 -1.075
I 2.9430 -2.3155 1.6745 0.0 -0.1 0.2 0.852
H 3.8107 -0.9795 3.8097 0.0 0.0 0.0 -0.033
H 4.4728 -0.2351 2.3030 0.0 0.0 0.0 -0.047
N -0.2995 -0.9395 0.8577 0.0 0.0 -0.3 -0.430
S -1.5193 -0.4515 1.7142 -0.1 -0.2 0.2 0.935
C -1.4286 -1.1270 3.3712 0.1 0.1 -0.1 -0.413
C -1.2839 -2.4949 3.5591 0.0 0.0 0.1 -0.074
C -1.0657 -2.9775 4.8382 0.0 0.0 0.0 -0.052
C -0.9949 -2.0956 5.9134 0.0 0.0 0.0 -0.058
C -1.1491 -0.7321 5.7151 0.0 0.0 0.0 -0.063
C -1.3579 -0.2395 4.4326 0.0 0.0 0.0 -0.106
C -3.0090 -1.3094 1.1420 0.2 0.0 0.0 -0.377
C -3.0270 -1.6870 -0.1932 -0.1 0.0 0.0 -0.105
C -4.1108 -2.4037 -0.6823 0.0 0.0 0.0 -0.067
C -5.1670 -2.7257 0.1596 0.0 0.0 -0.1 -0.064
C -5.1556 -2.3111 1.4851 0.0 0.1 0.0 -0.060
C -4.0758 -1.5956 1.9840 0.0 0.1 0.0 -0.076
H -0.1868 -1.9527 0.8912 -0.1 0.0 0.1 -0.034
H -1.3392 -3.1766 2.7174 0.0 0.0 0.0 0.122
H -0.9517 -4.0418 4.9983 0.0 0.0 0.0 0.114
H -0.8217 -2.4781 6.9109 0.0 0.0 0.0 0.113
H -1.1049 -0.0513 6.5553 0.0 0.0 0.0 0.113
H -1.4536 0.8277 4.2595 0.0 0.0 0.0 0.101
H -2.1863 -1.4285 -0.8268 0.0 -0.1 0.0 0.083
H -4.1248 -2.7202 -1.7178 0.0 0.0 0.0 0.110
H -5.9992 -3.3057 -0.2180 0.0 0.0 0.0 0.112
H -5.9855 -2.5518 2.1368 0.0 0.0 0.0 0.113
H -4.0593 -1.2813 3.0208 0.0 -0.1 0.0 0.115
C 0.5339 -1.5554 -3.2235 0.0 0.0 0.0 -0.205
N 1.3768 -2.0787 -2.1344 0.1 0.0 0.1 -0.159
C 0.6937 -3.2490 -1.5534 -0.1 0.0 -0.1 -0.197
N 0.4280 -4.2845 -2.5438 0.0 0.0 0.0 -0.079
C -0.3897 -3.7002 -3.6116 0.1 0.0 0.0 -0.165
N 0.2671 -2.5538 -4.2507 0.0 0.0 0.0 -0.079
C 1.5600 -3.0119 -4.7903 0.0 0.0 0.1 -0.154
N 2.4132 -3.5786 -3.7456 0.1 0.0 0.0 -0.079
C 2.6502 -2.5540 -2.7348 -0.1 0.0 -0.1 -0.165
C 1.7127 -4.7027 -3.1262 -0.1 0.1 0.0 -0.158
H 1.0385 -0.6964 -3.6750 0.0 0.0 0.0 0.125
H -0.4203 -1.2219 -2.7975 0.0 0.0 0.0 0.117
H -0.2557 -2.9239 -1.1196 0.0 0.0 0.0 0.102
H 1.3246 -3.6627 -0.7631 0.0 0.0 0.0 0.099
H -1.3428 -3.3729 -3.1866 0.0 0.0 0.0 0.120
H -0.5854 -4.4612 -4.3675 0.0 0.0 0.0 0.128
H 2.0714 -2.1640 -5.2481 0.0 0.0 0.0 0.131
H 1.3734 -3.7683 -5.5532 0.0 0.0 0.0 0.129
H 3.1704 -1.7084 -3.1830 0.0 0.0 0.0 0.113
H 3.2781 -2.9631 -1.9408 0.0 0.0 0.0 0.129
H 2.3383 -5.1236 -2.3374 0.0 0.0 0.0 0.130
H 1.5282 -5.4702 -3.8785 0.0 0.0 0.0 0.129
C -0.9740 3.4714 1.7555 0.1 0.0 0.1 -0.269
Te -2.1294 3.2974 -0.0016 0.2 0.2 0.6 1.965
C -3.5650 2.5151 1.3620 0.0 0.0 0.1 -0.306
C -3.3199 3.3847 2.5721 0.1 0.1 0.0 -0.295
C -4.3301 3.7506 3.4519 0.0 0.0 0.0 -0.024
C -4.0398 4.5585 4.5412 0.0 0.0 0.0 -0.055
C -2.7443 5.0156 4.7482 0.0 0.0 0.0 -0.053
C -1.7344 4.6716 3.8617 0.0 0.0 0.0 -0.020
C -2.0177 3.8540 2.7755 0.0 0.0 0.0 -0.294
H -0.1770 4.2003 1.6364 0.0 0.0 -0.1 0.086
H -0.5454 2.4779 1.9171 0.0 0.0 -0.1 0.046
H -3.3226 1.4675 1.5370 0.0 0.0 -0.1 0.035
H -4.5770 2.5974 0.9741 0.0 0.0 -0.1 0.072
H -5.3445 3.4083 3.2837 0.0 0.0 0.0 0.122
H -4.8312 4.8472 5.2200 0.0 0.0 0.0 0.114
H -2.5224 5.6551 5.5919 0.0 0.0 0.0 0.115
H -0.7271 5.0449 4.0068 0.0 0.0 0.0 0.125
F 7.2816 -0.0591 0.5921 0.1 0.0 0.0 0.147
C 6.9659 -0.5254 -0.6145 0.0 0.2 0.0 -0.691
F 6.7672 -1.8372 -0.5305 0.0 -0.1 0.0 0.146
F 7.9538 -0.2786 -1.4551 0.0 0.0 -0.1 0.168
S 5.3858 0.2350 -1.1696 0.0 -0.1 0.2 0.593
O 4.4987 -0.0147 -0.0394 0.0 0.0 -0.2 -0.499
O 5.0188 -0.3931 -2.4052 0.1 0.0 0.0 -0.269
N 5.8461 1.7495 -1.2915 -0.2 -0.1 -0.2 -0.273
S 4.6781 2.7746 -1.5249 -0.3 0.1 0.0 0.592
O 3.4278 2.1013 -1.8516 0.0 0.2 0.0 -0.455
O 5.0284 3.9122 -2.3078 0.2 -0.1 0.0 -0.245
C 4.3609 3.4748 0.1772 0.0 0.0 0.0 -0.660
F 5.0320 4.6017 0.3566 0.0 0.0 0.0 0.158
F 4.7032 2.6165 1.1332 0.0 0.0 0.1 0.105
F 3.0495 3.7351 0.3043 0.0 0.1 0.0 0.098

=====

(2)
88
Properties=species:S:1:pos:R:3:forces:R:3:lowdin_charge:R:1 method="wB97M-V/def2-TZVPD" lumo_ev=3.9 homo_lumo_gap_ha=0.2288 charge=-2
Cs 1.8034 0.2109 -0.8094 -1.3 -0.3 0.3 1.206
C 0.6904 -5.2281 4.8133 0.0 0.0 0.0 -0.078
C 0.4155 -4.7242 3.3943 0.0 0.0 0.0 -0.387
C 1.6191 -4.9835 2.4943 0.0 0.0 -0.1 -0.060
C 0.0115 -3.2645 3.4047 0.0 0.0 0.0 -0.186
C 0.8461 -2.2735 3.9067 0.0 0.0 0.0 0.028
C 0.4167 -0.9598 4.0024 0.2 0.0 0.1 -0.116
C 1.2810 0.0505 4.7484 -0.1 -0.1 0.0 -0.364
C 1.0030 -0.0378 6.2543 0.0 0.0 0.0 -0.050
C 2.7784 -0.0901 4.5006 0.0 -0.1 0.0 -0.068
C -0.8575 -0.5872 3.5340 0.1 0.0 -0.3 -0.071
C -1.7120 -1.5687 2.9979 0.0 0.0 0.1 -0.097
C -1.2367 -2.8827 2.9547 0.1 0.0 0.1 0.001
C -3.1521 -1.4636 2.4669 0.0 0.1 -0.1 -0.346
C -3.1656 -1.7676 0.9635 0.0 0.0 0.0 -0.066
C -3.9597 -0.1878 2.6891 0.1 0.0 0.1 -0.061
C -1.3185 0.7949 3.9004 -0.4 0.2 -0.1 -0.180
C -2.0594 0.7773 5.0910 -0.1 0.0 -0.1 -0.078
C -2.6416 1.9001 5.6406 -0.1 0.0 0.1 -0.089
C -2.4962 3.1068 4.9852 0.0 0.1 0.0 -0.084
C -1.7394 3.1534 3.8285 0.0 0.0 -0.1 -0.122
C -1.1059 2.0408 3.2551 -0.2 0.1 0.0 -0.258
P -0.0819 2.3682 1.6986 -0.2 -0.1 0.3 1.174
C -1.3131 3.2159 0.5164 0.0 0.1 0.0 -0.675
C -0.6845 3.2270 -0.8893 0.1 0.1 -0.1 -0.111
C -2.5546 2.3270 0.4606 0.0 0.0 0.0 -0.111
C -1.7714 4.6515 0.8000 0.0 0.0 0.1 -0.097
C 1.1707 3.6908 2.2902 0.0 0.0 0.0 -0.676
C 2.3092 2.9305 2.9856 0.0 -0.1 0.0 -0.113
C 1.7808 4.3476 1.0456 0.0 0.0 0.0 -0.102
C 0.7338 4.7984 3.2524 0.0 0.0 0.0 -0.105
H 0.9023 -6.3007 4.8086 0.0 0.0 0.0 0.068
H -0.1623 -5.0442 5.4701 0.0 0.0 0.0 0.075
H 1.5579 -4.7187 5.2386 0.0 0.0 0.0 0.074
H -0.4381 -5.2846 2.9976 0.0 0.0 0.0 0.124
H 2.4933 -4.4328 2.8418 0.1 0.1 0.0 0.080
H 1.4200 -4.6639 1.4715 0.0 0.0 0.0 0.086
H 1.8704 -6.0482 2.4858 0.0 0.0 0.0 0.072
H 1.8445 -2.5262 4.2423 0.0 0.0 0.0 0.120
H 0.9722 1.0403 4.4156 0.1 0.0 0.0 0.089
H 1.2772 -1.0294 6.6250 0.0 0.0 0.0 0.080
H -0.0489 0.1349 6.4868 0.1 0.0 0.0 0.057
H 1.5993 0.7033 6.7947 0.0 0.0 0.0 0.076
H 3.1934 -0.9432 5.0429 0.0 0.0 0.0 0.076
H 3.2987 0.8020 4.8623 0.0 0.0 0.0 0.074
H 3.0079 -0.2413 3.4502 0.1 0.0 -0.2 0.074
H -1.9031 -3.6509 2.5730 0.0 0.0 0.0 0.116
H -3.6921 -2.2689 2.9811 0.0 0.0 0.0 0.126
H -2.7559 -0.9352 0.3955 0.1 0.0 -0.1 0.035
H -4.1907 -1.9230 0.6196 0.0 0.0 0.0 0.080
H -2.5779 -2.6488 0.7091 0.0 0.0 0.0 0.073
H -3.4221 0.6841 2.3328 0.0 0.0 0.0 0.044
H -4.2307 -0.0227 3.7307 0.0 0.0 0.1 0.068
H -4.8785 -0.2561 2.1016 0.0 0.0 0.0 0.084
H -2.1925 -0.1828 5.5763 0.0 0.0 0.0 0.125
H -3.2154 1.8256 6.5570 0.0 0.0 0.0 0.097
H -2.9558 4.0105 5.3681 0.0 0.0 0.0 0.097
H -1.6263 4.1100 3.3473 0.0 -0.1 0.0 0.060
H -0.3779 2.2575 -1.2731 -0.1 -0.2 0.2 0.019
H 0.1796 3.8845 -0.9579 0.0 0.0 0.0 0.058
H -1.4390 3.6032 -1.5877 0.0 0.0 0.0 0.091
H -2.3079 1.2989 0.1903 0.0 0.0 0.0 0.043
H -3.2210 2.6949 -0.3252 0.0 0.0 0.0 0.092
H -3.1040 2.3548 1.4027 0.0 0.0 0.0 0.059
H -0.9488 5.3638 0.8501 0.0 0.0 0.0 0.057
H -2.3698 4.7356 1.7082 0.0 0.0 0.0 0.062
H -2.4161 4.9614 -0.0289 0.0 0.0 0.0 0.082
H 2.6066 2.0350 2.4378 0.0 0.0 0.0 0.077
H 2.0347 2.6392 4.0006 0.0 0.0 0.0 0.063
H 3.1825 3.5867 3.0610 0.0 0.0 0.0 0.085
H 2.1130 3.6192 0.3071 0.0 0.0 0.0 0.051
H 2.6578 4.9246 1.3575 0.0 0.0 0.0 0.085
H 1.0960 5.0368 0.5554 0.0 0.0 0.0 0.064
H 0.4024 4.3971 4.2099 0.0 0.0 0.0 0.069
H -0.0541 5.4336 2.8482 0.0 0.0 0.0 0.062
H 1.6025 5.4382 3.4481 0.0 0.0 0.0 0.082
O 2.7471 2.8263 -1.6868 0.1 0.3 -0.1 -0.491
Cl 2.6999 2.1940 -2.9943 0.3 0.5 -0.6 0.543
O 3.7005 1.1496 -3.0327 0.1 0.1 -0.1 -0.425
O 2.9542 3.1696 -4.0173 0.0 0.0 0.0 -0.348
O 1.3976 1.5980 -3.1670 -0.1 0.4 -0.7 -0.519
O 4.7956 -2.3050 1.5837 0.0 0.0 0.0 -0.107
C 3.8309 -2.1777 0.8166 0.0 -0.1 0.2 -0.671
O 2.8869 -1.3441 0.8540 0.7 -0.9 0.9 -0.470
H 3.7758 -2.9052 -0.0377 0.0 0.0 0.0 0.101
O -4.1672 0.0674 -2.1076 0.0 0.0 0.0 -0.699
S -2.7997 -0.2694 -2.6040 0.0 0.0 0.0 0.500
N -1.6183 -0.2175 -1.7414 0.1 0.0 0.1 -0.504

=====

Calculated total energy values, unit a.u., following the record order: -5923.12694, -2971.89254.
Highest occupied orbital energy values, unit eV, following the record order: -10.7, -2.4.